No. 1
Molecular formula: C6H6N2S
Method: DFT, wB97M-V/def2-TZVPD

Its strongest force on any atom is 3.58 eV Å⁻¹. As for the HOMO energy: -7.415 eV. For the orbital gap, the calculation gives 7.24 eV. Its LUMO energy is -0.17 eV. The value obtained for the energy is -739.7597 Eh.

The geometry in ORCA input format:
```
! RIJCOSX wB97M-V def2-TZVPD def2/J DEFGRID3
* xyz 0 1
C -0.695 2.395 0.006
C -3.152 -0.045 -0.128
C -1.507 1.282 0.054
C -0.982 -0.027 0.185
C 1.144 0.536 -0.469
C 2.297 -0.277 -0.023
N -2.885 1.219 -0.058
N -2.032 -0.842 -0.037
S 0.987 2.149 0.030
H -1.043 3.411 0.037
H -4.143 -0.451 -0.209
H 2.819 -0.639 -0.913
H 3.004 0.261 0.610
H 1.947 -1.153 0.518
H -2.018 -1.848 -0.005
*
```

No. 2
Molecular formula: C27H26N4O4
Method: DFT, wB97M-V/def2-TZVPD

Its strongest force on any atom is 1.27 eV Å⁻¹. As for the HOMO energy: -7.552 eV. For the orbital gap, the calculation gives 7.89 eV. Its LUMO energy is 0.34 eV. The value obtained for the energy is -1564.4543 Eh. The SMILES is COc1ccccc1N1CCN(C(=O)c2nn(-c3ccccc3OC)c(=O)c3ccccc23)CC1.

The geometry in ORCA input format:
```
! RIJCOSX wB97M-V def2-TZVPD def2/J DEFGRID3
* xyz 0 1
C 1.789 -0.802 -1.272
H 2.291 -1.404 -2.037
O 0.415 -1.092 -1.209
C 0.012 -2.372 -0.896
C 0.905 -3.346 -0.478
C 0.477 -4.613 -0.118
C -0.865 -4.922 -0.197
C -1.762 -3.968 -0.639
C -1.366 -2.674 -0.988
N -2.347 -1.799 -1.439
C -2.072 -0.590 -2.172
H -1.169 -0.714 -2.762
C -1.945 0.628 -1.219
N -2.615 0.301 0.015
C -2.020 0.036 1.201
O -2.633 -0.464 2.131
C -0.574 0.391 1.356
N -0.190 1.566 0.988
N 1.070 1.955 1.164
C 2.085 1.186 1.713
O 3.220 1.617 1.808
C 1.661 -0.154 2.124
C 2.602 -1.033 2.664
C 2.225 -2.306 3.027
C 0.903 -2.717 2.858
C -0.037 -1.862 2.329
C 0.326 -0.563 1.956
H -1.059 -2.184 2.210
H 0.615 -3.718 3.139
H 2.951 -2.989 3.442
H 3.617 -0.684 2.778
C 1.368 3.269 0.703
C 1.810 4.231 1.592
C 2.097 5.509 1.146
C 1.930 5.817 -0.191
C 1.495 4.858 -1.090
C 1.218 3.567 -0.659
O 0.827 2.541 -1.466
C 0.622 2.804 -2.834
H -0.154 3.560 -2.983
H 0.294 1.861 -3.268
H 1.547 3.127 -3.323
H 1.386 5.124 -2.129
H 2.145 6.813 -0.548
H 2.444 6.258 1.840
H 1.933 3.968 2.631
C -3.897 -0.326 -0.229
H -4.447 0.286 -0.947
C -3.635 -1.751 -0.773
H -3.630 -2.449 0.064
H -4.433 -2.038 -1.470
H -4.451 -0.372 0.708
H -2.428 1.509 -1.657
H -0.905 0.865 -1.023
H -2.914 -0.440 -2.860
H -2.802 -4.237 -0.739
H -1.219 -5.906 0.067
H 1.197 -5.344 0.215
H 1.955 -3.114 -0.405
H 1.848 0.253 -1.537
H 2.288 -0.952 -0.309
*
```

No. 3
Molecular formula: C6H10N2O3PRhS2Se
Method: DFT, wB97M-V/def2-TZVPD

Its strongest force on any atom is 0.39 eV Å⁻¹. As for the HOMO energy (alpha / beta): -4.747 / -5.054 eV. For the orbital gap (alpha / beta), the calculation gives 7.62 / 5.81 eV. Its LUMO energy (alpha / beta) is 2.87 / 0.76 eV. The value obtained for the energy is -4219.6523 Eh.

The geometry in ORCA input format:
```
! RIJCOSX wB97M-V def2-TZVPD def2/J DEFGRID3
* xyz -1 6
Rh -0.858 -2.164 -1.448
C -2.200 3.075 1.410
C -0.895 2.451 1.866
O -0.977 1.019 1.849
P -0.509 0.248 0.480
S -1.065 -1.700 0.875
S -0.503 -0.021 -2.174
O 1.101 0.363 0.736
C 2.068 -0.361 -0.037
C 3.432 -0.085 0.549
H -2.113 4.164 1.388
H -3.013 2.799 2.083
H -2.455 2.727 0.408
H -0.669 2.727 2.895
H -0.062 2.795 1.246
H 2.021 -0.048 -1.082
H 1.835 -1.425 0.001
H 3.660 0.983 0.511
H 4.190 -0.626 -0.022
H 3.474 -0.411 1.589
O 3.014 -3.003 -2.853
C 1.926 -3.105 -2.374
N 0.848 -3.258 -1.878
Se -5.609 -2.034 -1.898
C -3.889 -2.423 -2.017
N -2.751 -2.690 -2.103
*
```

No. 4
Molecular formula: C2HEuF6NO5S2
Method: DFT, wB97M-V/def2-TZVPD

Its strongest force on any atom is 4.50 eV Å⁻¹. As for the HOMO energy (alpha / beta): -13.452 / -14.331 eV. For the orbital gap (alpha / beta), the calculation gives 5.15 / 8.60 eV. Its LUMO energy (alpha / beta) is -8.30 / -5.73 eV. The value obtained for the energy is -2613.2177 Eh.

The geometry in ORCA input format:
```
! RIJCOSX wB97M-V def2-TZVPD def2/J DEFGRID3
* xyz 1 7
Eu 1.603 1.937 -0.088
N 0.574 -1.830 1.021
S -0.065 -0.646 1.834
O -0.176 -0.959 3.245
O 0.500 0.702 1.508
C -1.816 -0.503 1.197
F -2.465 -1.618 1.464
F -1.792 -0.301 -0.107
F -2.406 0.513 1.797
S 1.431 -1.644 -0.346
O 1.137 -2.759 -1.261
C 3.138 -2.026 0.323
F 3.499 -1.094 1.187
F 3.148 -3.206 0.913
F 3.985 -2.037 -0.692
O 1.932 2.005 -2.314
H 2.775 1.892 -2.761
O 1.675 0.173 -1.463
*
```